The following is a quantum chemistry calculation of a single C6H13N molecule in a non-equilibrium geometry, from the OMol25 dataset.

- E: -7921.6255 eV
- Relative energy (zero: lowest compared OMol25 entry of this formula, charge and spin): 1.208 eV
- LUMO energy: 1.08 eV
- HOMO-LUMO gap: 9.897 eV
- Charge: 0

```
20
Properties=species:S:1:pos:R:3:forces:R:3:lowdin_charge:R:1
C -1.35411 1.70948 0.73661 0.054 0.016 0.000 -0.04
C -0.61241 0.39608 0.61881 -0.121 0.097 0.232 -0.30
N -0.72713 -0.44847 -0.53987 -0.277 -0.033 -0.173 -0.09
C -1.18759 -1.77187 -0.19245 -0.025 -0.231 0.349 -0.10
C 0.60947 0.04924 -0.19797 0.037 -0.045 0.037 -0.47
C 1.66979 -0.77611 0.51052 -0.065 -0.153 -0.008 -0.04
C 1.17715 0.88051 -1.34699 -0.086 0.100 0.156 -0.03
H -2.42579 1.51770 0.87851 0.194 0.037 0.009 0.08
H -0.98874 2.26094 1.60961 -0.087 -0.042 -0.090 0.07
H -1.25369 2.36422 -0.13657 0.125 -0.293 0.067 0.07
H -0.73776 -0.28690 1.51001 0.477 1.348 -0.364 0.13
H -0.67222 -2.51948 -0.82012 -0.157 0.042 0.623 0.09
H -1.08666 -1.89668 0.93617 0.047 -0.741 -1.357 0.09
H -2.26203 -1.82178 -0.42749 0.299 -0.066 0.106 0.08
H 2.28911 -0.11874 1.13578 -0.153 -0.106 -0.145 0.09
H 1.22350 -1.52773 1.16670 0.085 0.042 -0.066 0.07
H 2.34172 -1.27779 -0.19567 -0.156 0.024 0.046 0.08
H 0.39077 1.41681 -1.88431 0.059 -0.032 0.208 0.07
H 1.65386 0.20771 -2.07829 -0.163 0.079 0.282 0.08
H 1.94315 1.59251 -1.02471 -0.088 -0.043 0.089 0.08
```
Forces are in eV/Å.



The following is a quantum chemistry calculation of a molecular structure, C11H22N10ORhSSi, from the OMol25 dataset.

- E: -50432.1884 eV
- Relative energy (zero: lowest compared OMol25 entry of this formula, charge and spin): 0.000 eV
- 2S+1: 5
- LUMO energy (spin up / spin down): 2.63 / 0.64 eV
- HOMO-LUMO gap (spin up / spin down): 7.537 / 6.287 eV
- Charge: -1

```
47
Properties=species:S:1:pos:R:3:forces:R:3:lowdin_charge:R:1
Rh -0.09955 0.28589 1.22162 0.054 0.024 -0.012 0.98
N -2.14535 0.88024 -1.54469 0.002 -0.013 -0.006 0.14
C -2.21220 -0.37271 -0.98493 -0.017 0.005 0.028 -0.49
N -2.95634 -1.34566 -1.47199 0.018 -0.019 -0.004 0.02
N -2.73872 -2.38512 -0.63204 -0.001 0.018 0.018 -0.09
N -1.92078 -2.05997 0.29911 -0.022 0.018 -0.041 -0.09
N -1.55266 -0.76525 0.11034 -0.029 -0.044 -0.007 -0.12
C -1.28752 1.89155 -1.17636 0.015 -0.010 0.005 -0.50
N -1.15257 3.00670 -1.86455 -0.026 0.048 0.015 0.02
N -0.23369 3.71833 -1.17047 0.044 -0.045 -0.022 -0.10
N 0.16296 3.07105 -0.13768 -0.050 0.037 0.010 -0.09
N -0.49742 1.88516 -0.09824 0.020 -0.032 -0.006 -0.13
H -2.63805 1.00839 -2.41163 -0.002 0.004 0.002 0.14
O -1.66838 0.75747 5.41754 -0.001 0.015 0.018 -0.57
S -1.63669 0.02799 4.15664 0.014 -0.044 -0.060 0.68
N -0.81616 0.56984 3.04618 -0.019 0.045 0.056 -0.58
C 3.40245 -0.01235 1.97569 0.027 0.014 0.011 -0.21
Si 2.17635 -0.81160 0.78565 -0.014 -0.035 0.011 0.67
C 2.01208 -2.66327 1.25547 -0.001 0.006 -0.007 -0.66
C 1.35471 -3.49570 0.15119 0.012 0.002 0.007 -0.10
C 3.39566 -3.24406 1.57770 0.005 0.004 0.000 -0.11
C 1.13507 -2.75486 2.51259 0.003 0.011 -0.001 -0.13
C 2.72302 -0.43873 -1.00795 -0.044 0.010 -0.022 -0.67
C 3.93956 -1.28574 -1.40022 0.001 0.002 0.004 -0.10
C 1.58183 -0.68715 -2.00219 0.005 0.008 0.002 -0.10
C 3.11089 1.04450 -1.08121 0.019 -0.007 0.014 -0.11
H 4.42650 -0.32630 1.74671 -0.004 0.007 0.005 0.03
H 3.18292 -0.29635 3.00662 -0.003 -0.002 -0.004 0.02
H 3.35945 1.07564 1.91396 -0.004 -0.007 -0.002 0.02
H 1.96225 -3.52583 -0.75548 -0.004 -0.005 -0.004 0.06
H 0.36209 -3.12030 -0.10269 0.002 -0.001 0.002 0.05
H 1.23208 -4.52864 0.49823 0.001 0.004 0.001 0.09
H 4.07186 -3.20192 0.72086 -0.003 -0.001 0.005 0.07
H 3.29115 -4.29695 1.86577 0.001 0.003 -0.003 0.08
H 3.87285 -2.72121 2.40966 -0.005 -0.006 -0.004 0.07
H 0.10057 -2.47785 2.29355 0.000 -0.005 0.001 0.04
H 1.50061 -2.11355 3.31982 -0.003 -0.006 0.004 0.07
H 1.12788 -3.78643 2.88438 -0.002 0.003 -0.002 0.08
H 3.70062 -2.34936 -1.45067 0.003 -0.006 -0.001 0.06
H 4.77012 -1.15680 -0.70021 -0.002 -0.001 -0.006 0.07
H 4.29500 -0.98027 -2.39162 -0.001 0.000 0.004 0.08
H 1.20966 -1.71225 -1.97171 0.009 0.000 0.001 0.07
H 1.92940 -0.48378 -3.02182 0.003 -0.003 0.005 0.09
H 0.73833 -0.02170 -1.80621 0.005 -0.003 -0.006 0.05
H 3.98864 1.26340 -0.46815 -0.009 0.000 -0.006 0.07
H 2.29925 1.70069 -0.75757 0.007 0.004 -0.007 0.05
H 3.35598 1.30783 -2.11636 -0.005 -0.001 0.001 0.09
```
Forces are in eV/Å.